{"formula": "C51H39BrN4O4W", "method": "ωB97M-V/def2-TZVPD", "e_homo_ev": -12.87, "energy_ha": -5127.5727, "charge": 2, "e_above_lowest_kj_mol": 134.75, "gap_ev": 6.51, "fmax_ev_per_a": 2.8, "symbols": ["W", "O", "C", "C", "C", "C", "C", "C", "C", "C", "C", "O", "C", "C", "C", "C", "C", "C", "C", "C", "C", "C", "C", "C", "N", "C", "C", "C", "C", "C", "C", "C", "C", "C", "C", "C", "C", "H", "H", "H", "H", "H", "H", "H", "H", "H", "H", "H", "H", "H", "H", "H", "H", "H", "H", "H", "H", "H", "H", "H", "H", "H", "H", "H", "C", "C", "N", "C", "C", "C", "C", "C", "C", "C", "C", "C", "N", "C", "H", "H", "H", "H", "H", "H", "H", "H", "O", "C", "C", "C", "N", "C", "Br", "C", "H", "H", "H", "H", "O", "C"], "xyz": [[-0.20031, 0.12326, 0.43964], [0.89169, -0.97573, 1.30831], [1.78843, -2.04776, 1.32072], [2.10021, -2.38935, -0.16687], [0.89865, -2.52138, -1.06538], [0.93282, -3.53980, -2.00675], [-0.12409, -3.72436, -2.88277], [-1.25639, -2.95155, -2.68721], [-1.27573, -1.97878, -1.69736], [-2.60721, -1.41057, -1.29541], [-2.78612, 0.12822, -1.14341], [-1.71097, 0.59577, -0.36849], [-2.77235, 0.92036, -2.44366], [-2.28486, 0.41534, -3.64044], [-2.23878, 1.21872, -4.76894], [-2.66879, 2.53280, -4.71073], [-3.14084, 3.04897, -3.51516], [-3.18958, 2.24854, -2.38809], [-4.13173, 0.27235, -0.43002], [-5.31238, 0.34302, -1.15588], [-6.53056, 0.38515, -0.50076], [-6.58995, 0.36778, 0.88299], [-5.41576, 0.28698, 1.61251], [-4.20147, 0.21469, 0.95363], [-0.17094, -1.68094, -0.95304], [3.02601, -1.55283, 2.06588], [4.32367, -1.90567, 1.72095], [5.39040, -1.42058, 2.45919], [5.17031, -0.58488, 3.54019], [3.87838, -0.22156, 3.88013], [2.80980, -0.69866, 3.14327], [1.17514, -3.27233, 1.99954], [1.93371, -4.10728, 2.80885], [1.35585, -5.22005, 3.39619], [0.01374, -5.49791, 3.20287], [-0.74944, -4.66713, 2.39927], [-0.16512, -3.57189, 1.78816], [2.62927, -3.34353, -0.18546], [2.77553, -1.61891, -0.55177], [1.78745, -4.19313, -2.05403], [-0.09185, -4.48447, -3.64644], [-2.14451, -3.13863, -3.26988], [-2.82433, -1.82286, -0.29781], [-3.37465, -1.77578, -1.97853], [-1.93566, -0.60394, -3.70060], [-1.87290, 0.80552, -5.69738], [-2.64122, 3.14781, -5.59640], [-3.47737, 4.07278, -3.46922], [-3.55590, 2.65469, -1.45711], [-5.28201, 0.36309, -2.23338], [-7.43657, 0.42580, -1.08198], [-7.54387, 0.39544, 1.38709], [-5.44371, 0.26553, 2.69143], [-3.28526, 0.08929, 1.52216], [4.51274, -2.57992, 0.90012], [6.39488, -1.70857, 2.19256], [6.00197, -0.22917, 4.12581], [3.69814, 0.42059, 4.72786], [1.79254, -0.43009, 3.41649], [2.97455, -3.88477, 2.97939], [1.96054, -5.86690, 4.01138], [-0.43504, -6.35544, 3.67867], [-1.79870, -4.87321, 2.25286], [-0.76460, -2.93180, 1.14397], [4.03602, 1.44614, -0.42200], [2.78737, 0.89548, -0.57968], [1.71960, 1.17679, 0.20777], [1.95077, 2.10915, 1.21540], [3.20233, 2.75912, 1.39743], [4.26502, 2.39092, 0.58193], [3.29696, 3.77946, 2.39091], [2.21613, 4.17179, 3.10270], [0.95238, 3.52823, 2.94561], [-0.20345, 3.93870, 3.59971], [-1.39676, 3.25871, 3.33720], [-1.40611, 2.18689, 2.47979], [-0.30683, 1.71675, 1.83426], [0.86495, 2.44033, 2.03440], [4.82985, 1.15164, -1.08914], [2.60709, 0.22407, -1.41324], [5.23572, 2.84100, 0.70692], [4.25418, 4.25492, 2.53030], [2.27719, 4.99350, 3.79679], [-0.18918, 4.78282, 4.26893], [-2.31676, 3.56818, 3.80584], [-2.34130, 1.67900, 2.26988], [1.39030, 3.05228, -5.62874], [1.05637, 2.35598, -4.56136], [1.20266, 0.96785, -4.43671], [0.82544, 0.35674, -3.26164], [0.32775, 0.99383, -2.19081], [0.17938, 2.31199, -2.33922], [-0.50709, 3.24704, -0.83777], [0.50993, 3.03221, -3.46161], [1.78390, 2.51765, -6.33470], [1.59881, 0.37895, -5.25022], [0.93160, -0.71526, -3.16658], [0.35210, 4.09580, -3.50699], [-1.40970, -0.99418, 3.10531], [-1.36149, -0.85485, 1.95761]], "atomic_forces_ev_per_a": [[-0.57, -0.45, 0.06], [1.65, -1.03, 1.38], [0.89, -1.14, -0.21], [0.02, 0.42, 0.49], [-0.24, 0.19, -0.01], [-0.23, 0.04, -0.21], [-0.07, 0.31, 0.39], [0.28, -0.11, 0.00], [0.28, 0.02, 0.28], [0.11, 0.53, 0.03], [-0.94, -0.86, -0.91], [-2.04, 0.26, -0.56], [0.10, 0.12, 0.10], [-0.26, 0.02, 0.12], [-0.02, -0.10, -0.09], [0.01, -0.07, -0.06], [-0.04, 0.01, 0.03], [-0.02, -0.09, -0.16], [0.26, 0.19, 0.16], [0.12, 0.00, 0.03], [-0.05, -0.06, -0.01], [0.00, 0.00, 0.00], [-0.05, -0.07, 0.09], [0.27, 0.05, 0.03], [-0.05, -0.56, -0.50], [-0.26, 0.25, -0.18], [-0.23, -0.02, 0.01], [0.09, 0.00, 0.03], [0.10, 0.02, -0.02], [-0.11, 0.02, 0.02], [-0.06, -0.07, 0.06], [-0.09, 0.27, 0.04], [-0.03, 0.10, -0.12], [0.04, -0.05, 0.00], [0.00, 0.00, 0.02], [-0.02, -0.05, -0.02], [-0.14, 0.08, -0.19], [0.03, 0.13, -0.04], [-0.03, -0.16, 0.00], [0.18, -0.02, 0.04], [0.00, -0.11, -0.07], [-0.13, 0.07, -0.03], [-0.01, -0.02, -0.22], [0.01, 0.01, 0.09], [0.00, -0.07, -0.07], [0.02, -0.01, -0.10], [0.00, 0.09, -0.10], [-0.04, 0.12, 0.05], [-0.08, 0.03, 0.07], [-0.03, 0.04, -0.16], [-0.16, 0.03, -0.06], [-0.06, 0.05, 0.04], [-0.03, -0.05, 0.10], [-0.32, 0.13, -0.05], [0.04, -0.07, -0.13], [0.13, -0.04, -0.01], [0.13, 0.06, 0.06], [0.00, 0.08, 0.12], [0.15, -0.03, 0.03], [0.13, -0.02, 0.09], [0.05, -0.07, 0.10], [-0.05, -0.09, 0.04], [-0.10, -0.03, -0.05], [0.08, -0.26, 0.10], [0.75, 0.94, 0.83], [-1.63, -0.03, 0.24], [2.27, 0.94, 0.21], [1.17, -0.96, -1.41], [-1.09, -0.37, 0.15], [-0.24, -0.92, -0.97], [-0.14, 0.17, 0.21], [0.31, 0.03, -0.09], [0.29, -0.83, -0.81], [-1.17, -0.67, -0.25], [0.91, 1.04, 0.55], [0.59, -1.24, -0.91], [0.46, 2.21, 1.30], [-1.80, 0.02, 0.83], [0.06, -0.04, -0.06], [-0.06, 0.08, 0.25], [0.16, 0.08, 0.03], [0.11, 0.14, 0.05], [0.10, 0.10, 0.15], [0.04, 0.10, 0.15], [-0.10, 0.00, 0.01], [0.16, -0.02, 0.01], [0.17, 0.46, -0.63], [-0.30, -0.80, 1.09], [0.05, 0.26, -0.11], [-0.04, 0.11, 0.21], [0.14, 0.67, -0.49], [0.12, -0.45, -0.01], [0.28, 0.79, -0.50], [0.10, 0.13, -0.36], [-0.12, 0.00, 0.22], [0.05, -0.09, -0.07], [0.01, -0.15, 0.02], [0.00, 0.16, -0.01], [-0.59, 0.03, -2.58], [0.40, 0.09, 2.78]], "lowdin_charge": [1.593, -0.343, -0.379, -0.030, -0.224, 0.006, -0.001, -0.005, -0.238, -0.027, -0.387, -0.351, -0.179, -0.029, -0.065, -0.064, -0.057, -0.079, -0.167, -0.016, -0.044, -0.058, -0.053, -0.046, 0.049, -0.174, -0.035, -0.058, -0.067, -0.058, -0.021, -0.133, -0.003, -0.048, -0.059, -0.051, -0.050, 0.138, 0.109, 0.127, 0.126, 0.129, 0.137, 0.144, 0.100, 0.115, 0.115, 0.116, 0.120, 0.127, 0.115, 0.114, 0.112, 0.051, 0.118, 0.113, 0.111, 0.111, 0.122, 0.117, 0.114, 0.113, 0.112, 0.077, 0.007, -0.095, -0.017, -0.159, -0.123, 0.057, 0.015, 0.014, -0.123, 0.057, 0.007, -0.083, -0.068, -0.173, 0.125, 0.104, 0.135, 0.130, 0.130, 0.136, 0.127, 0.105, 0.130, -0.308, 0.024, -0.142, -0.020, -0.658, 0.988, -0.017, 0.142, 0.127, 0.108, 0.126, 0.159, -0.126]}